Entry from OMol25: an isolated molecule of C2H4N4O2 in a non-equilibrium geometry (the ωB97M-V functional and the def2-TZVPD basis).

The geometry in XYZ format:
```
12
Properties=species:S:1:pos:R:3:mulliken_charge:R:1
C -1.80541 0.12996 0.12000 -0.718
N -0.46396 -0.32461 -0.25058 0.639
N -0.24260 -1.59195 -0.02541 -0.354
N 1.12428 -1.81793 0.03352 -0.459
C 1.65591 -0.55955 0.04332 0.494
O 2.80826 -0.01538 0.02733 -0.664
N 0.54840 0.34289 0.18964 0.250
O 0.68606 1.57887 -0.00907 -0.498
H -2.01897 0.69254 -1.05400 0.265
H -2.33707 -0.92743 0.26414 0.332
H -1.64516 0.83475 1.15819 0.297
H 1.69026 1.65784 -0.49707 0.415
```

Values from the calculation:
molar mass = 116.08 g/mol
SMILES = Cn1nnc(=O)n1O
ΔE to the lowest compared entry with this formula, charge and spin = 136.65 kcal/mol
HOMO-LUMO gap = 0.3258 Eh
LUMO energy = -0.582 eV
max |F| = 6.7 eV Å⁻¹
total charge = 0
HOMO = -9.45 eV



Entry from OMol25: a structure of composition C28H52As2N5O3Ti in a non-equilibrium geometry (the ωB97M-V functional and the def2-TZVPD basis).

The geometry in XYZ format:
```
91
Properties=species:S:1:pos:R:3:mulliken_charge:R:1
Ti 0.16762 0.06145 0.52209 1.061
O 2.45522 3.25780 1.37598 -0.597
C 1.80730 2.24456 1.36333 -0.985
N 0.68777 1.97199 0.59578 1.146
C 0.33121 2.89668 -0.40058 -0.988
O 1.08965 3.42186 -1.16977 -0.532
C -1.14986 3.07947 -0.46144 0.528
C -1.69705 4.29515 -0.84021 -0.779
C -3.07735 4.40369 -0.86675 -1.055
C -3.83718 3.29298 -0.52778 -0.921
C -3.18517 2.12321 -0.17110 -0.115
N -1.86018 2.00276 -0.12794 1.197
C 2.12142 1.11468 2.31951 0.351
C 3.04392 1.29307 3.32885 -0.111
C 3.29641 0.23541 4.19272 -1.065
C 2.61761 -0.95875 4.00796 -0.672
C 1.70381 -1.05929 2.97393 -1.272
N 1.45330 -0.04410 2.14248 1.853
H -1.04707 5.11850 -1.10088 0.626
H -3.55244 5.33524 -1.14242 0.484
H -4.91758 3.33115 -0.53159 0.557
H -3.76454 1.25184 0.11380 -0.113
H 3.53961 2.25037 3.41148 0.627
H 4.01172 0.34221 4.99674 0.538
H 2.78420 -1.80731 4.65580 0.592
H 1.14658 -1.97300 2.80385 0.425
C 0.03862 -0.44878 -3.17493 -1.176
N -1.23865 -0.07775 -2.57730 0.893
C -1.67823 1.18432 -3.18798 -1.366
C -2.18591 -1.12778 -2.89123 -1.336
C -3.38707 -1.08555 -1.98140 -0.051
N -3.17012 -1.96761 -0.77538 1.132
C -4.07862 -1.59094 0.34604 -0.256
C -3.33624 -3.41051 -1.11174 -0.895
H -0.04316 -0.62616 -4.25806 0.425
H 0.40195 -1.35697 -2.69640 -0.025
H 0.76234 0.35000 -3.01936 0.153
H -1.75188 1.08752 -4.28003 0.418
H -0.96112 1.97320 -2.96353 0.266
H -2.65019 1.48878 -2.80285 0.428
H -1.67755 -2.09186 -2.80416 0.513
H -2.52031 -1.05367 -3.93484 0.517
H -4.29471 -1.42798 -2.47691 0.323
H -3.54922 -0.07053 -1.62229 0.001
H -5.10673 -1.60977 -0.00811 0.372
H -3.81535 -0.59208 0.68797 -0.481
H -3.95772 -2.30071 1.16118 0.385
H -4.38423 -3.59072 -1.34127 0.414
H -3.03782 -4.01208 -0.25689 0.350
H -2.72473 -3.66371 -1.97266 0.375
C -0.01031 -2.94172 0.30646 -1.002
O -0.59017 -1.65027 0.33674 -0.698
H -0.36546 -3.53531 1.15322 0.280
H 1.08331 -2.89771 0.34959 0.254
H -0.28078 -3.46220 -0.61871 0.273
H -2.21298 -1.81503 -0.45659 -0.454
C -3.28545 -0.07293 3.40612 -1.321
As -1.63973 0.74729 2.74019 1.048
C -2.11193 2.63087 2.90870 -1.298
C -0.66172 0.59508 4.42910 -1.431
H -3.51131 0.37120 4.37460 0.507
H -3.14478 -1.14566 3.53268 0.407
H -4.13035 0.10600 2.74024 0.408
H -2.21404 2.87109 3.96589 0.556
H -3.05371 2.83777 2.40246 0.361
H -1.33249 3.25216 2.47049 0.297
H -1.30930 0.95538 5.22751 0.557
H 0.24048 1.20565 4.41012 0.366
H -0.39389 -0.43874 4.63788 0.393
C 5.37020 -1.59427 0.35074 -1.539
C 3.93688 -1.21142 0.70794 -0.130
As 2.73382 -0.68629 -0.76744 0.393
C 3.74981 0.83974 -1.45967 -0.769
C 3.25382 1.42009 -2.77764 -1.144
C 3.33882 -2.14082 -1.96855 -0.720
C 2.70715 -2.45595 -3.31678 -1.182
H 5.93453 -1.76030 1.26938 0.446
H 5.88653 -0.80863 -0.19989 0.302
H 5.42631 -2.51354 -0.22819 0.340
H 3.95530 -0.36944 1.39972 0.037
H 3.45430 -2.04237 1.22766 0.395
H 4.77568 0.48300 -1.56402 0.606
H 3.74674 1.60490 -0.67922 0.450
H 3.18147 0.65943 -3.55707 0.253
H 3.95480 2.17598 -3.13119 0.436
H 2.28848 1.91179 -2.66233 0.115
H 3.33563 -3.03608 -1.34170 0.539
H 4.38662 -1.87728 -2.12092 0.632
H 1.73961 -2.94866 -3.22010 0.258
H 3.35793 -3.14808 -3.85205 0.419
H 2.58782 -1.57500 -3.94714 0.202
```

Values from the calculation:
molar mass = 704.47 g/mol
ΔE to the lowest compared entry with this formula, charge and spin = 22.08 kcal/mol
HOMO-LUMO gap (spin up / spin down) = 0.3007 / 0.3079 Eh
LUMO energy (spin up / spin down) = -5.560 / -5.608 eV
2S+1 = 2
max |F| = 1.9 eV Å⁻¹
total charge = +2
HOMO (spin up / spin down) = -13.74 / -13.99 eV



Entry from OMol25: a cluster of 2 separate species, C4H5OP in total in a non-equilibrium geometry (the ωB97M-V functional and the def2-TZVPD basis).

The geometry in XYZ format:
```
11
Properties=species:S:1:pos:R:3:mulliken_charge:R:1
C -0.09108 1.18175 0.24963 -0.666
C 1.66273 0.48613 -0.84897 -0.277
C -1.35097 -0.92631 -0.31276 -0.739
C -1.18004 0.43632 0.39562 0.209
O 4.01797 -0.71658 0.24910 -0.515
P 2.88789 0.19738 0.17390 0.529
H -0.31820 -0.97968 -0.80872 0.229
H -2.31823 -1.00095 -0.94457 0.258
H -1.54066 -1.69924 0.44939 0.251
H -2.07987 0.90344 0.92514 0.290
H 0.31047 2.11773 0.47225 0.429
```

Values from the calculation:
molar mass = 100.06 g/mol
ΔE to the lowest compared entry with this formula, charge and spin = 135.52 kcal/mol
HOMO-LUMO gap (spin up / spin down) = 0.2776 / 0.2776 Eh
LUMO energy (spin up / spin down) = -1.747 / -1.745 eV
max |F| = 3.9 eV Å⁻¹
total charge = 0
HOMO (spin up / spin down) = -9.30 / -9.30 eV



Entry from OMol25: a cluster of 2 separate species, C6H13N2O in total in a non-equilibrium geometry (the ωB97M-V functional and the def2-TZVPD basis).

The geometry in XYZ format:
```
22
Properties=species:S:1:pos:R:3:mulliken_charge:R:1
C 3.10463 -0.87234 -0.40627 -0.379
C -0.98689 -0.67043 -1.30274 -1.663
C -2.73895 0.81591 -0.08316 -1.370
C -1.20963 -0.77640 1.30032 -1.192
C -0.15611 0.98221 -0.12434 0.149
C -1.29701 0.12958 -0.06771 1.708
N 2.71929 1.08395 0.77893 -0.448
N 2.31419 -0.15525 0.39533 -0.130
O 0.66759 1.78453 -0.28769 -0.134
H 2.65210 -1.81333 -0.63670 0.266
H -0.22044 -1.46785 -1.16215 0.341
H -1.89064 -1.20056 -1.64805 0.400
H -0.67040 -0.03297 -2.15830 0.431
H -2.65214 1.57294 0.67664 0.410
H -3.32599 0.01919 0.12497 0.453
H -2.91750 1.12281 -1.18057 0.347
H -0.50100 -0.18459 1.95893 0.342
H -2.25469 -0.95645 1.64952 0.344
H -0.66478 -1.65185 1.11760 0.392
H 3.97222 -0.56578 -0.92848 0.265
H 2.41065 1.48313 1.64811 0.225
H 3.64550 1.35353 0.33581 0.242
```

Values from the calculation:
molar mass = 129.18 g/mol
ΔE to the lowest compared entry with this formula, charge and spin = 109.33 kcal/mol
HOMO-LUMO gap (spin up / spin down) = 0.2886 / 0.2886 Eh
LUMO energy (spin up / spin down) = -4.573 / -4.573 eV
max |F| = 5.4 eV Å⁻¹
total charge = +1
HOMO (spin up / spin down) = -12.43 / -12.43 eV